[1]
A 2-piece molecular cluster, C2HClN2S overall at a distorted geometry. Source: OMol25; level of theory: ωB97M-V/def2-TZVPD.

Structure (ORCA input):
```
! RIJCOSX wB97M-V def2-TZVPD def2/J DEFGRID3
* xyz 0 3
C 0.189 0.618 0.408
C 1.104 1.385 -0.034
N 1.529 -1.066 -1.249
N 2.546 -1.363 -0.771
S 2.291 2.323 -0.554
Cl 3.459 -1.237 0.708
H -0.752 0.069 0.340
*
```

For the total energy, the calculation gives -1044.499007 hartree. Its LUMO energy (alpha / beta) is 0.0162 / -0.0963 hartree. As for the energy above the lowest of the compared OMol25 structures with the same formula, charge and spin: 126.8 kJ/mol. As for the orbital gap (alpha / beta): 9.2 / 6.3 eV.

[2]
An isolated ion of composition C2HClNO2 and charge -1 at a distorted geometry. Source: OMol25; level of theory: ωB97M-V/def2-TZVPD.

Structure (ORCA input):
```
! RIJCOSX wB97M-V def2-TZVPD def2/J DEFGRID3
* xyz -1 1
H -1.087 1.483 -1.153
N -0.821 0.560 -1.019
C 0.034 0.371 -0.146
Cl 0.941 1.693 0.561
C 0.245 -1.064 0.472
O 1.123 -1.701 -0.161
O -0.435 -1.342 1.446
*
```

For the total energy, the calculation gives -742.304543 hartree. Its LUMO energy is 0.1321 hartree. As for the energy above the lowest of the compared OMol25 structures with the same formula, charge and spin: 96.9 kJ/mol. As for the orbital gap: 8.0 eV.

[3]
An isolated ion of composition C2HClNOS2 and charge -1 at a distorted geometry. Source: OMol25; level of theory: ωB97M-V/def2-TZVPD.

Structure (ORCA input):
```
! RIJCOSX wB97M-V def2-TZVPD def2/J DEFGRID3
* xyz -1 1
C 0.684 -0.546 1.795
C 0.587 -0.456 -0.668
N 0.773 -0.721 0.538
O -2.090 -0.568 -0.118
S 1.573 -0.577 -2.047
S -1.180 0.049 -1.107
Cl 0.682 1.265 2.129
H -1.029 1.555 -0.522
*
```

For the total energy, the calculation gives -1463.321669 hartree. Its LUMO energy is 0.1142 hartree. As for the energy above the lowest of the compared OMol25 structures with the same formula, charge and spin: 356.1 kJ/mol. As for the orbital gap: 7.3 eV.

[4]
C2HClNOS2 as an isolated structure at a distorted geometry. Source: OMol25; level of theory: ωB97M-V/def2-TZVPD.

Structure (ORCA input):
```
! RIJCOSX wB97M-V def2-TZVPD def2/J DEFGRID3
* xyz -1 1
C 1.930 -0.499 -0.109
C -0.411 -0.104 0.126
N 0.806 -0.500 -0.487
O 3.048 -0.689 0.134
S -0.901 -0.691 1.589
S -0.579 1.644 -0.025
Cl -1.909 -0.751 -1.439
H -1.984 1.589 0.210
*
```

For the total energy, the calculation gives -1463.422498 hartree. Its LUMO energy is 0.1197 hartree. As for the energy above the lowest of the compared OMol25 structures with the same formula, charge and spin: 91.3 kJ/mol. As for the orbital gap: 7.2 eV.